# C34H94O13

A cluster of 13 separate species, C34H94O13 in total at a distorted geometry (ωB97M-V/def2-TZVPD, OMol25).

Each line ends with the Löwdin charge.
Cartesian coordinates (Å):
O 22.76160 9.41435 5.58154  -0.04
O 22.31455 2.67056 8.87668  -0.10
O 24.46011 4.47408 8.44973  -0.08
O 20.99876 3.66401 11.18719  -0.12
O 16.32503 8.20474 5.73965  -0.07
O 19.33580 6.03674 11.23393  -0.09
O 19.92272 -2.86015 8.43533  -0.06
O 15.53868 5.50115 5.43218  -0.08
O 20.86403 -0.74314 2.62319  -0.05
O 21.24912 3.91450 1.87179  -0.07
O 14.63760 3.33795 6.91938  -0.09
O 19.72971 2.55007 7.68370  -0.09
O 23.80433 4.79315 2.95024  -0.08
C 19.98254 -1.11841 6.77832  -0.04
C 20.44965 4.92202 -0.16742  -0.05
C 22.78347 6.10816 8.81796  -0.01
C 18.55549 6.25733 10.07219  -0.32
C 22.79312 -1.72782 3.61557  -0.06
C 15.50410 2.26855 8.92404  -0.08
C 24.41767 4.30868 4.13934  -0.28
C 14.05171 4.75012 3.66471  -0.04
C 22.87960 0.62359 2.74004  -0.05
C 17.88600 4.95383 9.65734  -0.08
C 22.00287 -0.42652 3.41623  -0.49
C 18.24375 -1.19155 8.62141  -0.05
C 24.29270 5.83861 8.89119  -0.45
C 23.25124 8.22412 4.96302  -0.45
C 19.73723 2.58693 6.27381  -0.32
C 21.23282 3.73411 13.56777  -0.08
C 17.25835 9.33786 7.64215  -0.05
C 19.98315 3.98854 5.73172  -0.07
C 22.88215 1.34310 8.95225  -0.43
C 16.31863 5.84031 3.20737  -0.06
C 21.96901 3.65402 12.25132  -0.29
C 23.30754 4.08950 5.16734  -0.07
C 17.16235 8.03287 6.87021  -0.48
C 20.72608 5.11512 1.33959  -0.49
C 22.17331 7.14807 5.12551  -0.06
C 19.08263 -2.00794 7.65444  -0.47
C 15.49189 4.94269 4.11334  -0.47
C 15.66692 2.49902 7.43622  -0.28
C 19.49041 5.58916 2.08791  -0.07
C 18.51796 7.45832 6.40430  -0.04
C 24.90955 5.99127 10.27156  -0.04
C 22.02268 0.49523 9.86490  -0.03
C 23.08111 0.79026 7.54213  -0.04
C 24.48860 7.75010 5.71983  -0.04
H 18.82042 -0.42228 9.13588  0.07
H 19.49620 4.41557 -0.33027  0.08
H 22.55710 2.73751 12.15671  0.10
H 15.36101 3.20156 9.47445  0.07
H 25.98705 5.81996 10.23485  0.08
H 22.15477 -2.55875 3.90954  0.07
H 23.47703 8.39743 3.90865  0.14
H 16.43036 1.88813 9.36639  0.07
H 20.65777 2.49331 7.96667  0.04
H 24.69865 7.00525 10.61627  0.09
H 16.03794 3.99482 4.18224  0.14
H 22.59712 3.29978 4.92650  0.07
H 21.00035 0.28032 9.54818  0.07
H 22.60550 4.52748 12.10480  0.10
H 25.13663 5.04383 4.51409  0.09
H 22.33548 1.53008 2.46990  0.06
H 19.18488 6.71411 9.30146  0.09
H 22.77026 5.01895 5.34519  0.02
H 15.66772 1.52656 6.93334  0.11
H 17.94094 10.05361 7.17846  0.08
H 20.68038 4.51704 6.38279  0.07
H 23.87363 1.41948 9.40898  0.14
H 15.31380 4.82805 6.09750  0.05
H 24.51519 5.27276 10.98899  0.07
H 17.70706 9.18206 8.62526  0.07
H 21.51257 5.87279 1.44083  0.13
H 16.60707 2.99081 7.18964  0.10
H 22.13998 6.82877 6.16911  0.05
H 23.05285 3.28764 8.70722  0.06
H 20.70901 -0.65004 7.43546  0.05
H 18.74481 4.79172 2.12600  0.08
H 19.94364 5.31194 11.01855  0.03
H 24.46938 5.28167 2.45570  0.10
H 22.33601 6.26012 4.51106  0.05
H 20.38101 3.06269 13.64760  0.08
H 18.64410 4.19332 9.46896  0.06
H 22.62300 7.11364 9.20304  0.10
H 20.49213 1.87978 5.91048  0.08
H 23.77118 3.79702 6.11311  0.06
H 20.28928 3.99420 4.68317  0.06
H 24.33423 7.71792 6.79775  0.06
H 25.39004 4.31740 8.25530  0.11
H 20.61916 -3.19614 7.86276  0.08
H 20.86224 4.75491 13.68839  0.08
H 21.90812 3.59122 14.41369  0.07
H 21.60058 -0.11155 4.38533  0.11
H 18.44496 -2.63553 7.02430  0.13
H 23.58686 -1.55144 4.34530  0.08
H 21.19329 7.57842 4.91139  0.07
H 13.59044 3.94245 4.23517  0.07
H 15.85253 6.81823 3.06606  0.09
H 19.25166 8.21693 6.11572  0.07
H 13.80575 2.86464 6.83997  0.10
H 20.41189 -1.73993 5.99111  0.08
H 18.76720 2.25866 5.89131  0.10
H 22.17524 5.33751 9.28848  0.07
H 23.33461 0.20946 1.83817  0.09
H 22.17934 9.80740 4.92293  0.09
H 19.79247 5.79388 3.11737  0.06
H 25.37331 8.34715 5.47589  0.08
H 21.91289 0.94422 10.85295  0.07
H 24.85933 6.76024 5.43453  0.06
H 24.84142 6.54167 8.25748  0.11
H 21.23362 4.35288 -0.66502  0.07
H 22.49794 6.04669 7.76462  0.05
H 19.05713 6.81455 7.10507  0.05
H 19.05608 4.56698 5.70799  0.06
H 20.43978 0.07934 2.35645  0.09
H 17.77289 6.98817 10.28966  0.11
H 22.48000 -0.48813 9.99561  0.09
H 23.44378 -0.23581 7.61573  0.09
H 22.12547 0.81380 7.01795  0.05
H 13.97620 4.50613 2.60351  0.08
H 17.67658 -1.80558 9.31951  0.08
H 19.00398 6.46588 1.66254  0.09
H 16.31317 5.37725 2.21752  0.08
H 23.77774 1.37619 6.94215  0.07
H 17.19299 4.58256 10.41230  0.07
H 23.33489 -2.02014 2.71354  0.08
H 18.40545 6.82579 5.52282  0.05
H 16.69812 7.26961 7.50526  0.12
H 16.09647 7.30462 5.44666  0.04
H 17.49477 -0.62425 8.06023  0.07
H 16.26201 9.76421 7.74128  0.08
H 13.44374 5.64027 3.83095  0.09
H 23.73372 0.89595 3.36594  0.07
H 14.72365 1.59343 9.27787  0.07
H 21.39165 3.21856 10.41310  0.04
H 22.13448 4.12498 2.19424  0.04
H 19.37754 -0.34480 6.30109  0.08
H 17.27990 5.08717 8.75529  0.06
H 20.38189 5.88754 -0.67528  0.07
H 25.00692 3.40019 3.98066  0.11
H 17.32704 5.97401 3.58784  0.05

Force components x, y, z for each atom (eV/Å):
0.456 0.131 -0.427
0.326 -0.257 0.103
0.238 0.127 -0.391
0.143 -0.166 0.005
-0.032 0.243 -0.130
0.055 0.310 0.061
0.011 -0.146 0.186
0.134 0.290 0.010
-0.055 -0.110 -0.370
-0.157 -0.319 0.437
0.038 0.167 -0.252
-0.121 -0.220 0.121
0.301 0.079 -0.310
-1.186 -0.377 0.177
-0.162 0.318 0.211
0.952 -0.045 -0.654
-0.372 -0.257 0.279
0.238 0.467 -0.097
0.794 0.387 1.123
-0.488 -0.173 0.747
-0.077 -0.208 -0.044
0.234 -0.030 0.167
-0.019 0.166 -0.560
0.172 -0.597 -0.193
-0.522 0.345 -0.508
-0.403 -0.523 0.751
-0.300 -1.242 0.957
0.114 0.154 -0.433
0.207 0.821 0.352
0.426 -0.134 0.002
-0.522 0.248 -0.151
0.191 0.260 -0.265
-0.840 -0.037 -0.352
-0.717 -0.252 -0.657
0.796 -0.205 0.423
0.544 -0.692 -0.220
0.095 0.484 -1.282
-0.353 0.373 -0.315
0.540 0.379 0.145
0.483 0.191 0.604
-0.451 -0.653 0.359
0.265 -0.580 0.414
0.637 -0.023 -0.104
-0.250 0.042 0.044
-0.209 -0.540 0.274
-0.401 -0.039 0.289
1.082 0.275 -0.544
0.202 -0.271 0.193
0.037 -0.133 0.069
0.169 0.047 0.169
-0.153 0.172 -0.324
0.047 0.206 -0.062
-0.016 0.079 0.173
0.068 0.039 -0.037
0.090 -0.188 -0.287
-0.191 0.277 0.164
0.218 -0.042 0.204
-0.314 -0.269 -0.274
0.071 0.015 -0.418
0.070 0.335 -0.500
0.312 -0.045 0.259
-0.142 0.060 0.010
-0.069 0.007 0.079
-0.100 -0.270 -0.273
0.246 -0.740 0.100
0.012 0.080 -0.207
-0.271 0.025 -0.398
0.190 0.042 -0.228
-0.004 0.115 0.165
-0.270 0.055 -0.326
-0.255 0.022 -0.031
-0.254 -0.215 0.122
-0.100 0.154 -0.048
0.028 0.075 0.227
-0.027 0.155 -0.152
-0.174 0.038 -0.097
0.199 -0.054 -0.200
0.084 -0.055 -0.084
-0.012 -0.124 0.266
-0.123 -0.061 -0.193
-0.152 0.703 -0.268
0.144 -0.193 -0.174
-0.092 -0.124 -0.115
-0.498 -0.107 0.036
-0.012 0.042 -0.229
-0.022 0.041 0.044
0.420 -0.175 0.103
-0.183 0.334 -0.146
-0.023 -0.069 0.080
-0.024 -0.065 0.014
-0.233 -0.070 -0.074
0.047 -0.249 -0.066
0.410 0.325 0.148
-0.140 0.094 -0.027
-0.210 -0.120 0.280
-0.040 -0.115 -0.190
-0.008 -0.032 -0.033
-0.003 0.072 0.245
-0.262 0.306 0.024
0.025 -0.071 0.096
0.393 0.180 0.042
-0.003 -0.270 0.230
0.151 0.177 0.622
-0.273 -0.076 -0.125
-0.113 0.212 0.265
-0.203 0.172 0.056
-0.227 0.479 0.363
0.232 0.093 -0.009
-0.716 -0.118 -0.121
-0.194 -0.299 -0.337
0.077 -0.053 0.183
0.021 0.279 0.175
-0.337 0.145 0.396
-0.076 -0.024 0.400
0.016 -0.003 0.007
0.167 0.103 0.298
0.119 0.060 0.042
-0.037 -0.043 -0.195
0.015 -0.187 -0.062
0.117 -0.108 0.003
0.290 -0.109 0.129
0.225 0.079 -0.114
0.375 0.021 0.005
0.132 0.091 0.206
0.208 0.145 0.280
-0.305 0.068 -0.225
-0.369 0.040 -0.065
-0.029 0.062 0.213
-0.134 0.214 0.159
0.005 -0.070 -0.145
0.061 0.103 0.091
0.243 0.163 0.073
-0.162 0.097 0.228
-0.216 -0.079 -0.624
-0.093 0.251 0.097
0.076 -0.166 0.137
0.103 0.045 -0.052
0.182 0.012 -0.154
-0.047 0.038 0.087
-0.233 -0.146 -0.293
0.006 -0.071 -0.054

Calculated values
- Relative energy (zero: lowest compared OMol25 entry of this formula, charge and spin): 73.3 kJ/mol
- Net charge: 0
- Lowest unoccupied orbital energy: 0.000 hartree
- F_max: 1.6 eV Å⁻¹